Entry 1:
Here is a cluster of 13 separate species, C30H89N3O13 in total from the Open Molecules 2025 dataset. Energies are from ωB97M-V with the def2-TZVPD basis set.

Cartesian coordinates (Å):
O (-1.36, 0.01, 4.17)
H (-0.58, -0.20, 3.64)
H (-2.11, -0.44, 3.69)
C (-3.99, 1.88, 0.22)
C (-5.22, 1.93, 1.14)
O (-4.89, 1.58, 2.47)
H (-3.69, 0.83, 0.12)
H (-3.14, 2.34, 0.73)
H (-4.17, 2.35, -0.74)
H (-5.95, 1.24, 0.70)
H (-5.65, 2.93, 1.03)
H (-4.86, 2.39, 2.98)
C (2.15, -2.08, 2.79)
C (1.76, -1.72, 4.22)
O (2.82, -0.95, 4.77)
H (1.60, -2.96, 2.46)
H (3.21, -2.34, 2.78)
H (1.96, -1.27, 2.09)
H (1.69, -2.69, 4.72)
H (0.83, -1.15, 4.28)
H (2.57, -0.68, 5.66)
C (1.63, 5.48, 1.74)
C (1.14, 4.35, 0.89)
O (1.86, 4.30, -0.34)
H (2.68, 5.40, 2.03)
H (1.06, 5.54, 2.67)
H (1.55, 6.43, 1.21)
H (0.07, 4.46, 0.67)
H (1.26, 3.41, 1.44)
H (2.69, 3.81, -0.25)
C (3.71, 1.20, 1.51)
C (4.45, 2.52, 1.41)
O (4.27, 2.99, 0.06)
H (2.63, 1.37, 1.43)
H (3.92, 0.65, 2.42)
H (3.96, 0.57, 0.65)
H (5.52, 2.48, 1.61)
H (4.03, 3.24, 2.12)
H (5.00, 3.60, -0.09)
C (1.18, -0.07, -0.73)
C (0.39, 0.64, 0.36)
O (0.22, -0.23, 1.48)
H (2.20, -0.18, -0.35)
H (1.19, 0.49, -1.66)
H (0.73, -1.04, -0.93)
H (-0.61, 0.98, 0.04)
H (0.87, 1.57, 0.65)
H (-0.32, -0.95, 1.14)
C (-4.40, -2.85, -1.48)
C (-3.62, -1.56, -1.80)
O (-2.68, -1.38, -0.71)
H (-4.87, -2.83, -0.50)
H (-3.77, -3.74, -1.46)
H (-5.17, -3.02, -2.24)
H (-4.32, -0.74, -1.67)
H (-3.03, -1.63, -2.71)
H (-1.87, -1.90, -0.87)
C (0.01, -3.10, -3.17)
C (-0.34, -4.02, -2.03)
O (-0.50, -3.26, -0.80)
H (0.44, -3.60, -4.03)
H (0.72, -2.34, -2.84)
H (-0.84, -2.53, -3.55)
H (0.44, -4.75, -1.81)
H (-1.27, -4.56, -2.18)
H (-0.72, -3.90, -0.12)
C (1.44, 2.41, 4.17)
C (1.15, 2.08, 5.63)
O (-0.25, 2.01, 5.93)
H (2.53, 2.44, 4.03)
H (1.04, 3.38, 3.88)
H (1.09, 1.62, 3.50)
H (1.66, 2.79, 6.28)
H (1.53, 1.07, 5.84)
H (-0.59, 1.43, 5.22)
C (2.19, -3.56, -0.69)
C (2.33, -4.40, -1.96)
O (3.40, -5.32, -1.84)
H (1.85, -4.12, 0.18)
H (1.45, -2.77, -0.91)
H (3.12, -3.04, -0.44)
H (2.43, -3.74, -2.83)
H (1.42, -4.96, -2.16)
H (4.23, -4.89, -2.04)
C (1.05, 4.18, -3.86)
C (-0.26, 4.29, -3.11)
C (-0.57, 2.94, -2.43)
O (-0.72, 1.92, -3.41)
C (-1.50, 0.82, -3.02)
N (-0.20, 5.40, -2.19)
H (1.20, 5.13, -4.40)
H (1.05, 3.41, -4.62)
H (1.99, 4.17, -3.29)
H (-1.04, 4.51, -3.85)
H (-1.49, 2.97, -1.84)
H (0.26, 2.74, -1.74)
H (-1.21, 0.47, -2.03)
H (-1.28, 0.06, -3.77)
H (-2.58, 1.03, -2.96)
H (-1.06, 5.50, -1.64)
H (0.48, 5.20, -1.47)
C (3.44, -1.82, -6.29)
C (2.29, -0.84, -6.08)
C (2.36, -0.10, -4.76)
O (3.63, 0.48, -4.56)
C (3.71, 1.08, -3.30)
N (2.18, 0.12, -7.17)
H (4.43, -1.37, -6.36)
H (3.25, -2.38, -7.21)
H (3.45, -2.57, -5.49)
H (1.41, -1.48, -6.08)
H (2.08, -0.83, -3.98)
H (1.57, 0.66, -4.75)
H (3.77, 0.33, -2.50)
H (2.96, 1.81, -2.98)
H (4.64, 1.64, -3.24)
H (2.95, 0.79, -7.20)
H (2.34, -0.30, -8.09)
C (-2.94, -3.43, 2.86)
C (-3.99, -2.33, 2.89)
C (-4.60, -2.23, 4.29)
O (-5.15, -3.44, 4.69)
C (-5.46, -3.42, 6.06)
N (-3.37, -1.07, 2.49)
H (-2.08, -3.17, 3.47)
H (-2.52, -3.61, 1.86)
H (-3.26, -4.39, 3.25)
H (-4.77, -2.63, 2.17)
H (-5.34, -1.41, 4.28)
H (-3.79, -1.85, 4.93)
H (-5.85, -4.36, 6.42)
H (-6.13, -2.61, 6.36)
H (-4.59, -3.23, 6.71)
H (-3.17, -1.17, 1.50)
H (-4.07, -0.32, 2.48)

## Properties
HOMO-LUMO gap = 0.337 Eh

Atomic partial charges in e from the Mulliken method, atoms 1 to 4: O -0.63; H 0.23; H 0.14; C -0.09



Entry 2:
Here is a cluster of 12 separate species, C30H89N5O17 in total from the Open Molecules 2025 dataset. Energies are from ωB97M-V with the def2-TZVPD basis set.

Cartesian coordinates (Å):
C (-2.65, -2.54, -9.53)
O (-1.52, -2.56, -10.38)
C (-0.56, -3.66, -10.16)
C (-0.20, -3.85, -8.63)
N (0.37, -2.65, -8.05)
C (0.31, -2.63, -6.60)
C (0.97, -1.40, -5.97)
O (0.32, -0.24, -6.56)
C (1.04, 0.88, -6.09)
H (-2.44, -1.90, -8.68)
H (-3.07, -3.52, -9.31)
H (-3.39, -1.94, -10.06)
H (0.32, -3.47, -10.77)
H (-0.84, -4.60, -10.63)
H (0.51, -4.67, -8.56)
H (-1.01, -4.17, -7.98)
H (-0.41, -2.07, -8.32)
H (0.77, -3.55, -6.24)
H (-0.73, -2.67, -6.27)
H (2.05, -1.33, -6.08)
H (0.72, -1.26, -4.92)
H (2.07, 0.94, -6.43)
H (0.89, 0.94, -5.01)
H (0.60, 1.75, -6.58)
C (-5.93, -5.62, -1.02)
O (-5.27, -4.37, -0.93)
C (-3.95, -4.53, -0.50)
C (-3.21, -3.18, -0.55)
N (-3.64, -1.99, 0.18)
C (-4.07, -2.26, 1.58)
C (-2.98, -2.58, 2.60)
O (-3.38, -2.96, 3.92)
C (-4.21, -2.02, 4.61)
H (-6.94, -5.41, -1.39)
H (-5.89, -6.05, -0.02)
H (-5.35, -6.40, -1.53)
H (-3.40, -5.25, -1.10)
H (-4.21, -4.95, 0.46)
H (-3.26, -2.87, -1.60)
H (-2.15, -3.29, -0.36)
H (-4.50, -1.59, -0.16)
H (-4.87, -3.00, 1.63)
H (-4.40, -1.27, 1.91)
H (-2.32, -1.71, 2.72)
H (-2.25, -3.35, 2.35)
H (-5.23, -1.95, 4.24)
H (-3.76, -1.03, 4.57)
H (-4.17, -2.36, 5.64)
C (-0.74, 4.83, -7.00)
O (-0.05, 5.89, -6.39)
C (-0.47, 6.19, -5.06)
C (0.04, 5.03, -4.16)
N (-0.99, 4.06, -3.87)
C (-0.46, 3.15, -2.92)
C (-1.47, 1.96, -2.51)
O (-2.47, 2.58, -1.79)
C (-2.48, 2.46, -0.38)
H (-0.79, 3.98, -6.31)
H (-0.21, 4.48, -7.89)
H (-1.75, 5.04, -7.34)
H (-1.54, 6.36, -4.99)
H (0.09, 7.08, -4.77)
H (0.38, 5.44, -3.21)
H (0.92, 4.58, -4.61)
H (-1.26, 3.57, -4.71)
H (-0.18, 3.69, -2.02)
H (0.45, 2.63, -3.22)
H (-1.04, 1.21, -1.85)
H (-1.74, 1.40, -3.41)
H (-3.37, 3.06, -0.18)
H (-1.58, 2.77, 0.15)
H (-2.69, 1.48, 0.05)
C (2.83, 0.37, -2.60)
O (1.59, -0.26, -2.29)
C (1.50, -1.51, -1.70)
C (0.01, -1.77, -1.25)
N (-0.37, -1.36, 0.11)
C (0.32, -0.12, 0.67)
C (-0.32, 0.26, 2.00)
O (0.10, -0.48, 3.06)
C (-0.34, -0.18, 4.37)
H (3.43, -0.02, -3.41)
H (3.46, 0.45, -1.71)
H (2.63, 1.34, -3.05)
H (2.18, -1.49, -0.85)
H (2.00, -2.28, -2.28)
H (-0.18, -2.79, -1.58)
H (-0.61, -1.14, -1.89)
H (-1.38, -1.33, 0.07)
H (0.26, 0.71, -0.04)
H (1.39, -0.31, 0.81)
H (-1.41, 0.32, 1.91)
H (-0.09, 1.31, 2.20)
H (-1.42, -0.23, 4.52)
H (0.13, 0.72, 4.75)
H (0.01, -0.95, 5.06)
C (2.47, 1.54, 15.12)
O (2.12, 1.73, 13.76)
C (2.54, 3.03, 13.20)
C (2.28, 3.14, 11.65)
N (0.79, 3.03, 11.24)
C (0.64, 3.57, 9.92)
C (-0.80, 3.75, 9.33)
O (-1.40, 2.73, 8.59)
C (-0.70, 2.72, 7.34)
H (3.41, 1.10, 15.44)
H (1.66, 0.94, 15.54)
H (2.39, 2.42, 15.77)
H (3.59, 3.22, 13.45)
H (1.91, 3.79, 13.67)
H (2.83, 2.41, 11.07)
H (2.74, 4.06, 11.28)
H (0.56, 2.06, 11.05)
H (1.29, 3.19, 9.14)
H (1.07, 4.57, 9.97)
H (-1.00, 4.75, 8.93)
H (-1.38, 3.71, 10.25)
H (-0.81, 3.72, 6.92)
H (-1.13, 2.07, 6.58)
H (0.36, 2.46, 7.32)
O (5.16, 2.79, -0.65)
H (5.51, 2.40, -1.44)
H (5.36, 3.73, -0.73)
O (2.97, -4.12, -0.33)
H (3.47, -3.31, -0.20)
H (2.28, -4.09, 0.33)
O (3.08, -2.15, 1.79)
H (3.28, -2.99, 2.20)
H (2.22, -1.90, 2.15)
O (4.42, 0.17, 2.05)
H (4.03, 0.97, 1.70)
H (3.83, -0.53, 1.77)
O (1.83, -5.92, -2.37)
H (2.31, -6.46, -1.74)
H (2.33, -5.10, -2.42)
O (6.12, 1.55, -2.93)
H (7.05, 1.67, -2.72)
H (6.11, 1.13, -3.79)
O (5.45, 0.30, -5.36)
H (5.01, -0.53, -5.53)
H (5.69, 0.63, -6.23)

## Properties
⟨S²⟩ = 0.750
Charge = -1
Multiplicity = 2
HOMO-LUMO gap (spin up / spin down) = 0.054 / 0.313 Eh

Atomic partial charges in e from the Mulliken method, atoms 1 to 4: C -0.59; O -0.39; C -0.54; C -0.69



Entry 3:
Here is a structure of composition C30H90F4O15Pb2 from the Open Molecules 2025 dataset. Energies are from ωB97M-V with the def2-TZVPD basis set.

Cartesian coordinates (Å):
Pb (-0.11, -0.03, -0.69)
Pb (-3.29, -1.92, -0.69)
F (-0.83, -2.47, -0.32)
F (-2.32, -0.02, 0.63)
F (1.41, 0.40, 1.28)
F (-2.00, -0.50, -2.47)
C (0.10, 2.94, -3.98)
C (0.70, 1.53, -3.64)
O (1.14, 1.53, -2.23)
H (-0.30, 2.97, -4.99)
H (0.87, 3.70, -3.83)
H (-0.76, 3.31, -3.41)
H (1.60, 1.29, -4.20)
H (-0.01, 0.70, -3.76)
H (1.98, 1.99, -2.18)
C (6.09, 1.94, 0.39)
C (4.86, 1.76, 1.30)
O (3.70, 1.87, 0.49)
H (6.19, 1.22, -0.43)
H (6.90, 1.70, 1.08)
H (6.10, 3.00, 0.15)
H (4.78, 2.47, 2.12)
H (4.88, 0.72, 1.64)
H (2.97, 1.40, 0.90)
C (-1.28, 1.57, 5.20)
C (-1.08, 0.97, 3.83)
O (-2.22, 0.22, 3.56)
H (-0.47, 2.25, 5.47)
H (-1.35, 0.85, 6.01)
H (-2.19, 2.17, 5.28)
H (-0.19, 0.35, 3.94)
H (-1.00, 1.75, 3.07)
H (-2.33, 0.12, 2.62)
C (3.80, -2.48, -2.68)
C (3.12, -1.29, -2.01)
O (1.78, -1.53, -1.75)
H (3.75, -3.35, -2.03)
H (4.84, -2.21, -2.83)
H (3.36, -2.78, -3.63)
H (3.16, -0.44, -2.69)
H (3.64, -1.02, -1.09)
H (1.68, -2.48, -1.71)
C (3.80, -3.77, 2.17)
C (3.46, -2.43, 1.46)
O (3.29, -1.40, 2.44)
H (2.96, -4.20, 2.72)
H (4.67, -3.62, 2.81)
H (4.10, -4.44, 1.37)
H (2.55, -2.56, 0.88)
H (4.26, -2.14, 0.77)
H (2.68, -0.74, 2.10)
C (-4.43, -4.48, 2.59)
C (-3.82, -3.17, 2.25)
O (-4.68, -2.51, 1.35)
H (-5.52, -4.45, 2.68)
H (-3.86, -4.91, 3.41)
H (-4.19, -5.21, 1.82)
H (-2.80, -3.23, 1.85)
H (-3.77, -2.54, 3.14)
H (-5.47, -2.30, 1.85)
C (0.51, -3.01, 4.30)
C (0.08, -2.51, 2.91)
O (-0.20, -3.63, 2.10)
H (0.89, -2.16, 4.87)
H (1.37, -3.68, 4.21)
H (-0.31, -3.47, 4.84)
H (0.84, -1.89, 2.44)
H (-0.76, -1.81, 2.95)
H (-0.44, -3.25, 1.25)
C (1.57, -6.59, -1.25)
C (1.42, -5.45, -0.27)
O (1.18, -4.37, -1.09)
H (0.82, -6.67, -2.04)
H (1.63, -7.57, -0.76)
H (2.47, -6.49, -1.86)
H (2.35, -5.39, 0.30)
H (0.56, -5.79, 0.31)
H (0.52, -3.80, -0.69)
C (-4.32, 4.23, 2.01)
C (-3.65, 2.89, 2.05)
O (-3.33, 2.59, 0.73)
H (-4.69, 4.58, 2.98)
H (-5.23, 4.13, 1.42)
H (-3.75, 5.02, 1.54)
H (-4.27, 2.10, 2.48)
H (-2.72, 2.86, 2.63)
H (-3.14, 1.65, 0.79)
C (4.01, 4.79, -1.44)
C (4.12, 3.88, -2.64)
O (3.54, 2.63, -2.31)
H (4.44, 4.31, -0.57)
H (2.98, 5.06, -1.20)
H (4.65, 5.66, -1.61)
H (5.16, 3.66, -2.89)
H (3.69, 4.32, -3.54)
H (3.88, 2.41, -1.44)
C (-0.12, -4.24, -4.72)
C (-0.28, -2.86, -4.03)
O (-1.55, -2.36, -4.37)
H (0.24, -4.17, -5.74)
H (-1.01, -4.87, -4.64)
H (0.68, -4.78, -4.21)
H (0.50, -2.18, -4.37)
H (-0.23, -2.91, -2.94)
H (-1.70, -1.57, -3.84)
C (-5.01, 1.79, -5.89)
C (-3.80, 0.99, -5.32)
O (-3.50, 1.60, -4.08)
H (-4.72, 2.83, -6.06)
H (-5.88, 1.84, -5.23)
H (-5.27, 1.39, -6.87)
H (-2.91, 0.96, -5.95)
H (-4.17, -0.03, -5.21)
H (-3.02, 1.01, -3.50)
C (-6.14, 1.43, -0.16)
C (-5.28, 0.88, -1.25)
O (-5.21, -0.48, -1.20)
H (-5.66, 1.42, 0.82)
H (-7.16, 1.06, -0.11)
H (-6.20, 2.51, -0.30)
H (-4.25, 1.24, -1.22)
H (-5.65, 1.21, -2.22)
H (-6.13, -0.72, -1.35)
C (3.50, 2.55, 5.33)
C (2.93, 1.44, 4.48)
O (2.14, 2.07, 3.47)
H (2.71, 3.16, 5.77)
H (4.16, 3.22, 4.78)
H (4.06, 2.19, 6.20)
H (2.22, 0.83, 5.05)
H (3.69, 0.75, 4.11)
H (1.93, 1.49, 2.74)
C (-0.65, 4.87, -0.16)
C (-0.07, 3.54, 0.41)
O (-0.81, 2.44, -0.08)
H (-0.62, 4.87, -1.25)
H (-0.10, 5.70, 0.28)
H (-1.68, 5.07, 0.15)
H (0.01, 3.61, 1.49)
H (0.96, 3.36, 0.09)
H (-1.72, 2.56, 0.21)

## Properties
HOMO-LUMO gap = 0.311 Eh

Atomic partial charges in e from the Mulliken method, atoms 1 to 4: Pb 0.19; Pb 1.28; F -0.80; F -0.26



So what do the calculations give for largest force on an atom? Going down the list: 0.0635 0.0695 0.0597 hartree/bohr.